No. 1
A cluster of 2 separate species, C4H9N3 in total at a distorted geometry, computed with ωB97M-V/def2-TZVPD.

Output
- Highest occupied orbital energy: -7.906 eV
- Relative energy (zero: lowest compared OMol25 entry of this formula, charge and spin): 114.3 kcal/mol
- Orbital gap: 8.573 eV
- LUMO energy: 0.667 eV

Geometry as ORCA input:
```
! RIJCOSX wB97M-V def2-TZVPD def2/J DEFGRID3
* xyz 0 1
H -1.170 1.746 0.695
N -0.969 0.893 1.215
C -0.639 -0.142 0.470
C -0.835 -1.529 1.048
N -1.127 -0.076 -0.918
H -0.262 -2.241 0.448
H -1.865 -1.869 0.952
H -0.484 -1.513 2.078
H -0.967 -0.386 -1.867
H -2.133 -0.228 -0.918
C 1.555 -0.251 0.419
C 1.709 0.736 -0.330
N 1.779 1.673 -1.257
H 2.182 -0.794 1.091
H 1.817 2.645 -0.979
H 1.408 1.337 -2.147
*
```



No. 2
A structure of composition C12H26AlBr2Cl5N4NaO8 at a distorted geometry, computed with ωB97M-V/def2-TZVPD.

Output
- Highest occupied orbital energy: -9.146 eV
- Orbital gap: 3.011 eV
- LUMO energy: -6.135 eV

Geometry as ORCA input:
```
! RIJCOSX wB97M-V def2-TZVPD def2/J DEFGRID3
* xyz 1 1
C -1.729 -0.728 -1.214
C -2.874 -0.505 -2.308
C -4.216 0.212 -1.703
N -5.127 -0.733 -0.967
Br -3.835 1.680 -0.432
H -0.910 -1.341 -1.637
H -2.132 -1.187 -0.266
H -1.290 0.263 -0.986
H -3.196 -1.526 -2.817
H -2.453 0.146 -3.099
H -4.782 0.641 -2.541
H -5.908 -0.236 -0.522
H -5.502 -1.461 -1.601
H -4.532 -1.163 -0.218
Br -3.411 3.258 -2.653
Cl -4.793 -1.297 -3.388
Al -3.303 -1.898 1.091
C 1.766 0.014 -0.299
O 0.705 -0.538 -0.044
N 2.177 1.062 0.406
C 3.422 1.767 0.159
C 1.278 1.479 1.474
H 2.442 -0.302 -1.109
H 4.043 1.721 1.054
H 3.203 2.808 -0.076
H 3.963 1.319 -0.674
H 1.138 0.649 2.168
H 0.313 1.731 1.041
H 1.676 2.340 2.006
N -1.398 2.568 3.195
O -0.676 3.569 3.247
O -1.515 1.937 2.117
O -2.007 2.174 4.207
C 1.696 -0.997 4.667
O 1.455 -1.834 5.531
O 0.839 -0.247 4.132
O 2.826 -0.762 4.176
O -7.607 -2.381 -2.293
H -6.702 -2.082 -2.608
H -8.010 -3.011 -2.930
H -8.198 -1.616 -2.127
Na -4.112 -2.363 3.790
C -5.725 -6.362 0.948
Cl -7.301 -6.891 1.540
Cl -5.882 -4.801 0.079
Cl -4.581 -6.237 2.306
Cl -5.093 -7.543 -0.199
C 8.376 1.271 -0.133
C 8.235 1.891 -1.519
C 8.015 3.405 -1.476
C 6.771 3.720 -0.738
N 5.821 3.958 -0.172
H 7.467 1.401 0.459
H 8.560 0.199 -0.213
H 9.209 1.718 0.414
H 7.403 1.412 -2.040
H 9.138 1.680 -2.096
H 7.934 3.804 -2.488
H 8.854 3.901 -0.983
*
```



No. 3
The molecule C24H23FN4OS, computed with ωB97M-V/def2-TZVPD.

Output
- Highest occupied orbital energy: -8.052 eV
- Orbital gap: 8.660 eV
- LUMO energy: 0.608 eV

Geometry as ORCA input:
```
! RIJCOSX wB97M-V def2-TZVPD def2/J DEFGRID3
* xyz 0 1
C 4.308 3.338 -0.912
O 3.698 2.301 -0.184
C 3.992 1.015 -0.504
C 4.893 0.636 -1.493
C 5.146 -0.703 -1.743
C 4.493 -1.657 -0.992
F 4.733 -2.968 -1.227
C 3.591 -1.306 -0.003
C 3.332 0.028 0.249
C 2.337 0.446 1.296
N 1.109 0.918 0.675
C 0.247 1.605 1.616
C -0.947 2.200 0.877
N -1.683 1.125 0.245
C -3.012 1.295 0.017
N -3.524 2.503 0.267
C -4.762 2.764 -0.103
N -5.572 1.966 -0.765
C -5.123 0.725 -0.901
S -6.059 -0.545 -1.626
C -4.838 -1.693 -1.198
C -3.758 -1.160 -0.567
C -2.736 -1.994 0.072
C -2.168 -3.080 -0.590
C -1.253 -3.891 0.056
C -0.907 -3.640 1.373
C -1.476 -2.568 2.041
C -2.381 -1.745 1.396
C -3.875 0.264 -0.443
C -0.844 0.395 -0.682
C 0.379 -0.161 0.038
H 5.397 3.327 -0.797
H 3.913 4.262 -0.493
H 4.054 3.287 -1.976
H 5.411 1.376 -2.082
H 5.843 -1.001 -2.509
H 3.096 -2.079 0.565
H 2.757 1.279 1.864
H 2.146 -0.396 1.985
H 0.815 2.410 2.086
H -0.117 0.922 2.406
H -1.613 2.720 1.566
H -0.588 2.914 0.126
H -5.132 3.755 0.120
H -5.018 -2.732 -1.394
H -2.439 -3.277 -1.617
H -0.812 -4.726 -0.469
H -0.198 -4.279 1.878
H -1.215 -2.373 3.072
H -2.829 -0.913 1.918
H -1.402 -0.412 -1.151
H -0.497 1.087 -1.466
H 1.031 -0.644 -0.692
H 0.058 -0.918 0.774
*
```



No. 4
A cluster of 11 separate species, C5H34NO10S2 in total at a distorted geometry, computed with ωB97M-V/def2-TZVPD.

Output
- ⟨S²⟩: 0.75
- Highest occupied orbital energy (alpha / beta): -2.465 / -9.471 eV
- Orbital gap (alpha / beta): 2.474 / 9.430 eV
- LUMO energy (alpha / beta): 0.009 / -0.041 eV

Geometry as ORCA input:
```
! RIJCOSX wB97M-V def2-TZVPD def2/J DEFGRID3
* xyz 0 2
N 1.225 -0.790 -0.017
C 2.724 -0.923 0.033
C 3.017 -2.332 -0.518
C 3.133 -0.786 1.500
S 2.973 0.753 2.369
S 1.002 1.151 2.600
C 0.322 0.061 3.873
C -0.297 -1.298 3.463
H 0.737 -1.640 0.289
H 1.037 -0.529 -1.007
H 0.790 0.028 0.415
H 3.232 -0.227 -0.621
H 3.145 -2.344 -1.608
H 2.283 -3.065 -0.216
H 3.929 -2.676 -0.018
H 4.199 -0.951 1.692
H 2.723 -1.704 1.960
H -0.502 0.722 4.086
H 0.993 0.029 4.769
H 0.334 -2.092 3.036
H -1.092 -1.049 2.774
H -0.700 -1.828 4.329
H 1.575 3.696 -3.902
H 1.219 2.272 -4.632
O 1.474 2.748 -3.844
H 0.709 3.682 0.345
H 1.478 3.761 -0.856
O 0.917 4.355 -0.338
H -4.872 -1.776 1.583
H -4.558 -1.745 0.265
O -4.188 -2.224 1.047
H -2.287 -3.781 -0.332
H -1.400 -5.141 -0.320
O -1.478 -4.226 -0.589
H -1.971 -1.906 0.136
H -1.399 -0.622 0.637
O -1.780 -1.006 -0.162
H 3.347 3.286 0.218
H 3.954 2.686 -1.009
O 3.209 2.560 -0.407
H -3.351 3.251 -2.365
H -2.982 1.842 -3.095
O -2.643 2.592 -2.585
H -5.144 -0.029 -1.833
H -3.703 -0.142 -2.092
O -4.502 -0.698 -2.111
H -1.935 2.179 -1.076
H -2.712 1.774 0.063
O -1.769 1.946 -0.125
H -0.750 0.210 -1.987
H 0.170 1.443 -2.021
O 0.165 0.503 -1.797
*
```



No. 5
The molecule C8H8ClNS at a distorted geometry, computed with ωB97M-V/def2-TZVPD.

Output
- Highest occupied orbital energy (alpha / beta): -7.627 / -7.206 eV
- Relative energy (zero: lowest compared OMol25 entry of this formula, charge and spin): 62.4 kcal/mol
- Orbital gap (alpha / beta): 7.302 / 5.783 eV
- LUMO energy (alpha / beta): -0.325 / -1.423 eV

Geometry as ORCA input:
```
! RIJCOSX wB97M-V def2-TZVPD def2/J DEFGRID3
* xyz 0 1
C -2.370 0.787 0.194
C -1.813 2.109 -0.012
C -1.519 -0.273 0.407
C -0.479 2.240 -0.074
C -0.123 -0.153 0.153
C 0.375 1.209 0.094
C 2.858 0.037 -0.431
C 0.404 -2.422 0.093
N 0.706 -1.121 -0.142
S 2.179 1.452 0.245
Cl 4.197 -0.798 0.320
H -3.421 0.678 -0.031
H -2.451 2.966 -0.285
H -2.010 -1.299 0.308
H 0.045 3.273 -0.072
H 2.681 -0.216 -1.451
H 0.617 -2.712 1.266
H -0.796 -2.636 0.041
H 0.921 -3.120 -0.623
*
```



No. 6
The ion C5H6NO with charge +1 at a distorted geometry, computed with ωB97M-V/def2-TZVPD.

Output
- Highest occupied orbital energy: -14.298 eV
- Relative energy (zero: lowest compared OMol25 entry of this formula, charge and spin): 89.4 kcal/mol
- Orbital gap: 8.845 eV
- LUMO energy: -5.453 eV

Geometry as ORCA input:
```
! RIJCOSX wB97M-V def2-TZVPD def2/J DEFGRID3
* xyz 1 1
C -1.797 0.338 -0.902
C -0.488 0.552 -1.044
N 0.213 0.132 0.084
C -0.281 0.553 1.196
C 1.200 -0.737 -0.115
C 2.071 -1.297 0.778
O 2.915 -1.711 1.481
H -2.198 -0.315 -0.055
H -2.364 0.784 -1.701
H 0.049 0.889 -1.981
H -1.117 1.236 1.271
H 0.251 0.272 2.080
H 1.545 -0.695 -1.091
*
```



No. 7
The molecule C5H12FP at a distorted geometry, computed with ωB97M-V/def2-TZVPD.

Output
- Highest occupied orbital energy: -7.216 eV
- Relative energy (zero: lowest compared OMol25 entry of this formula, charge and spin): 0.0 kcal/mol
- Orbital gap: 8.033 eV
- LUMO energy: 0.817 eV

Geometry as ORCA input:
```
! RIJCOSX wB97M-V def2-TZVPD def2/J DEFGRID3
* xyz 0 1
C 1.477 -1.646 -0.022
C 0.941 -0.308 0.443
C 1.916 0.832 0.474
P -0.719 -0.090 0.129
C -1.366 1.474 0.791
C -1.729 -0.375 -1.427
F -1.659 -1.278 0.944
H 0.672 -2.385 -0.015
H 2.258 -1.989 0.659
H 1.909 -1.614 -1.030
H 1.426 1.788 0.639
H 2.624 0.666 1.292
H 2.499 0.891 -0.450
H -0.766 1.778 1.644
H -1.330 2.241 0.014
H -2.399 1.322 1.106
H -1.226 0.103 -2.264
H -1.798 -1.445 -1.612
H -2.730 0.035 -1.314
*
```



No. 8
The molecule C4H9FO2 at a distorted geometry, computed with ωB97M-V/def2-TZVPD.

Output
- Highest occupied orbital energy: -9.800 eV
- Relative energy (zero: lowest compared OMol25 entry of this formula, charge and spin): 33.0 kcal/mol
- Orbital gap: 10.874 eV
- LUMO energy: 1.073 eV

Geometry as ORCA input:
```
! RIJCOSX wB97M-V def2-TZVPD def2/J DEFGRID3
* xyz 0 1
C -2.161 -0.902 0.029
O -1.195 -0.139 -0.653
C -0.865 0.955 0.088
O 0.320 1.461 -0.223
C 1.577 0.784 0.128
C 1.950 -0.573 -0.477
F 1.245 -1.583 0.209
H -2.535 -1.756 -0.619
H -1.697 -1.190 0.961
H -3.014 -0.241 0.178
H -1.607 1.767 -0.013
H -0.763 0.640 1.216
H 2.265 1.582 -0.094
H 1.737 0.623 1.203
H 3.018 -0.844 -0.360
H 1.726 -0.583 -1.574
*
```



E_tot in Eh, matching the order above: -321.9082; -9146.5525; -1720.6836; -1814.2583; -1222.6233; -323.7276; -638.9037; -408.0857